{"formula": "Cl3HNOP", "method": "wB97M-V/def2-TZVPD", "species": ["N", "O", "P", "Cl", "Cl", "Cl", "H"], "xyz": [[-0.841, -0.167, 0.117], [0.472, 3.094, 2.088], [0.092, 2.669, 0.729], [-1.531, 0.215, -1.353], [1.323, 3.228, -0.743], [-1.621, 3.633, -0.009], [-0.117, -0.770, -0.084]], "lumo_energy_ev": [-1.670, -2.689], "e_tot_ev": -50408.1530, "orbital_gap_ev": [8.099, 7.961], "relative_energy_kj_mol": 169.1, "homo_ev": [-9.77, -10.65], "fmax_ev_per_a": 3.5}

---

{"formula": "Cl3HOSi", "method": "wB97M-V/def2-TZVPD", "species": ["O", "Si", "Cl", "Cl", "Cl", "H"], "xyz": [[-0.369, -0.624, -0.208], [-1.771, -0.137, -0.717], [-1.726, 1.081, -2.307], [-2.851, 1.299, 0.776], [-2.922, -1.806, -0.817], [-0.271, -0.948, 0.675]], "lumo_energy_ev": 0.126, "e_tot_ev": -47513.8002, "orbital_gap_ev": 11.158, "smiles": "O[Si](Cl)(Cl)Cl", "relative_energy_kj_mol": 43.1, "homo_ev": -11.03, "fmax_ev_per_a": 4.0}

---

{"formula": "Cl3NaO12", "method": "wB97M-V/def2-TZVPD", "species": ["Na", "Cl", "O", "O", "O", "O", "Cl", "O", "O", "O", "O", "Cl", "O", "O", "O", "O"], "xyz": [[24.557, 0.669, 8.667], [21.259, 0.598, 9.232], [20.516, 1.834, 9.174], [21.915, 0.313, 8.006], [22.215, 0.667, 10.298], [20.347, -0.479, 9.475], [27.883, 0.390, 8.658], [29.224, 0.017, 8.255], [26.972, -0.705, 8.351], [28.031, 0.789, 10.021], [27.481, 1.544, 7.875], [25.192, 3.060, 11.838], [23.984, 3.800, 12.019], [25.286, 2.153, 12.969], [25.068, 2.317, 10.552], [26.345, 3.900, 11.716]], "lumo_energy_ev": 4.162, "e_tot_ev": -66535.6941, "orbital_gap_ev": 7.795, "charge": -2, "relative_energy_kj_mol": 0.0, "homo_ev": -3.63, "fmax_ev_per_a": 3.4}

---

{"formula": "Cl3OPS2", "method": "wB97M-V/def2-TZVPD", "species": ["S", "P", "Cl", "Cl", "O", "S", "Cl"], "xyz": [[-0.797, 2.075, -0.309], [-0.999, 0.136, -0.449], [-1.141, -0.450, -2.257], [-2.607, -0.565, 0.450], [0.249, -0.665, 0.037], [2.047, 0.188, -0.259], [3.411, -0.298, 1.117]], "lumo_energy_ev": -2.601, "e_tot_ev": -70574.5006, "orbital_gap_ev": 6.513, "smiles": "S=P(Cl)(Cl)OSCl", "relative_energy_kj_mol": 96.8, "homo_ev": -9.11, "fmax_ev_per_a": 4.2}

---

{"formula": "Cl4Mg", "method": "wB97M-V/def2-TZVPD", "species": ["Mg", "Cl", "Cl", "Cl", "Cl"], "xyz": [[-0.028, -0.034, 0.031], [1.129, 2.021, -0.296], [0.826, -0.903, 1.907], [-2.275, 0.243, 0.354], [0.347, -1.327, -1.996]], "lumo_energy_ev": 6.419, "e_tot_ev": -55543.2655, "orbital_gap_ev": 8.520, "charge": -2, "relative_energy_kj_mol": 13.4, "homo_ev": -2.10, "fmax_ev_per_a": 1.2}

---

{"formula": "Cl4N4", "method": "wB97M-V/def2-TZVPD", "species": ["N", "N", "N", "N", "Cl", "Cl", "Cl", "Cl"], "xyz": [[-1.440, 0.445, -0.456], [-1.575, 0.631, -1.626], [-0.763, 0.435, 0.560], [1.273, -0.825, 1.041], [-0.234, 0.732, -2.773], [-1.249, 0.215, 2.131], [1.653, -2.092, 0.083], [2.335, 0.459, 1.041]], "lumo_energy_ev": [-2.457, -1.393], "e_tot_ev": -56041.3215, "orbital_gap_ev": [7.096, 8.020], "relative_energy_kj_mol": 256.6, "homo_ev": [-9.55, -9.41], "fmax_ev_per_a": 2.3}